(1)
13
Properties=species:S:1:pos:R:3:lowdin_charge:R:1 method="wB97M-V/def2-TZVPD" energy_ha=-555.28091 relative_energy_kj_mol=233.7 e_lumo_ha=0.0308 orbital_gap_ev=10.00
C 1.54 0.04 -1.15 -0.0893
C 1.00 0.17 0.33 -0.5214
C 1.61 0.88 1.28 -0.0036
C -0.24 -0.52 0.66 -0.4636
H 2.63 0.37 -0.90 0.0814
H 1.03 0.68 -1.96 0.0750
H 1.31 -1.22 -1.56 0.1609
H 1.20 0.85 2.37 0.0797
H 2.66 1.31 1.52 0.0892
H 0.10 -1.56 0.45 0.0677
H -0.76 -0.43 1.76 0.1185
H -1.95 1.09 -0.43 -0.1646
S -1.86 -0.28 -0.50 0.5702

(2)
14
Properties=species:S:1:pos:R:3:lowdin_charge:R:1 method="wB97M-V/def2-TZVPD" energy_ha=-953.54258 relative_energy_kj_mol=115.7 e_lumo_ha=-0.0211 smiles="CCC(=S)SC" orbital_gap_ev=7.92
C -0.68 1.62 1.35 -0.1079
C -0.78 0.17 0.79 -0.3627
C -0.72 0.08 -0.71 -1.1557
C 1.63 -1.59 -1.30 -0.3852
H -1.41 2.21 0.86 0.0561
H -0.80 1.64 2.42 0.0682
H 0.27 2.10 1.07 0.0740
H -1.76 -0.19 1.14 0.0922
H 0.04 -0.42 1.35 0.1275
H 2.50 -1.53 -1.97 0.0307
H 1.96 -1.79 -0.28 0.0360
H 1.00 -2.39 -1.65 0.0331
S -2.09 0.06 -1.57 0.7097
S 0.85 0.04 -1.50 0.7839

(3)
14
Properties=species:S:1:pos:R:3:lowdin_charge:R:1 method="wB97M-V/def2-TZVPD" energy_ha=-953.56208 relative_energy_kj_mol=64.4 e_lumo_ha=0.0300 smiles=C[C@@H]1CSCS1 orbital_gap_ev=9.51
C 2.54 -0.56 0.03 -0.0788
C 0.96 -0.27 0.37 -0.7172
C 0.03 -1.31 -0.24 -0.5266
C -1.23 1.05 0.26 -0.8084
H 2.80 -1.51 0.44 0.0563
H 3.09 0.19 0.59 0.0628
H 2.70 -0.55 -1.02 0.0600
H 0.83 -0.53 1.48 0.1334
H 0.22 -2.20 0.27 0.0561
H 0.24 -1.30 -1.29 0.0602
H -1.93 1.66 -0.37 0.0435
H -1.47 1.21 1.33 0.0337
S -1.71 -0.73 -0.03 0.7705
S 0.44 1.33 -0.21 0.8544

(4)
15
Properties=species:S:1:pos:R:3:lowdin_charge:R:1 method="wB97M-V/def2-TZVPD" energy_ha=-1351.70749 relative_energy_kj_mol=136.6 e_lumo_ha=0.0187 smiles=C[C@]1(S)SC[C@@H]1S orbital_gap_ev=9.40
C -1.66 0.57 -0.11 -0.4859
C -0.56 -0.52 -0.25 -0.7632
C 0.63 0.44 -0.38 -0.9993
C 1.34 0.70 0.90 -0.2091
S -0.62 1.83 -0.96 0.8194
S -0.58 -1.73 1.12 0.7657
S 1.98 0.00 -1.58 0.7201
H -2.67 0.44 -0.66 0.1085
H -1.79 0.64 0.94 0.0417
H -0.83 -1.06 -1.05 0.0343
H 1.96 1.69 0.78 0.1345
H 1.85 -0.07 1.38 0.0504
H 0.64 0.96 1.58 0.0307
H -1.06 -2.82 0.45 -0.1237
H 1.38 -1.07 -2.18 -0.1238

(5)
15
Properties=species:S:1:pos:R:3:lowdin_charge:R:1 method="wB97M-V/def2-TZVPD" energy_ha=-1134.15753 spin_multiplicity=3 e_lumo_ha="0.0266 / -0.1295" orbital_gap_ev="5.79 / 5.45"
C 1.13 -1.86 0.13 -0.1968
C 2.33 -1.59 0.67 -0.4306
C 0.39 -0.63 -0.20 -0.5443
C 1.09 0.50 -0.05 -0.7662
Si -1.41 -1.00 -0.46 0.6540
Si 0.80 2.28 -0.49 0.5709
S 2.62 0.11 0.71 1.0277
H 0.67 -2.81 -0.05 0.0764
H 3.23 -2.18 0.88 0.0658
H -1.45 -2.38 0.24 -0.0446
H -1.95 -1.03 -1.82 -0.0905
H -2.29 -0.26 0.54 -0.0647
H -0.50 2.64 -0.17 -0.1095
H 0.82 2.60 -1.91 -0.1001
H 1.99 3.07 0.12 -0.0476

(6)
13
Properties=species:S:1:pos:R:3:lowdin_charge:R:1 method="wB97M-V/def2-TZVPD" energy_ha=-446.47929 relative_energy_kj_mol=464.8 e_lumo_ha=-0.0402 orbital_gap_ev=7.17
C -3.34 -1.73 -0.34 -0.2346
C -2.24 -1.20 -0.29 -0.2457
C 0.47 2.13 0.43 -0.2175
C 1.61 -0.94 0.13 -0.2641
Si 0.52 0.50 -0.54 0.8465
H -4.24 -2.32 -0.39 -0.0372
H 0.09 1.78 1.42 0.0502
H 1.56 2.34 0.58 0.0474
H -0.10 2.92 0.07 -0.0015
H 2.55 -1.45 -0.28 0.0582
H 1.81 -0.59 1.18 0.0340
H 0.97 -1.83 0.10 0.0033
H 0.35 0.39 -2.07 -0.0390